# C24H24N4O3S3

One molecule with the formula C24H24N4O3S3 at a distorted geometry (ωB97M-V/def2-TZVPD, the Open Molecules 2025 dataset).

Calculated values
HOMO-LUMO gap: 0.296 Eh
Charge: 0
Lowest unoccupied orbital energy: 0.4 eV
Highest occupied orbital energy: -7.69 eV
SMILES string: CCN(CC)C(=O)CSc1nc2c(sc(=S)n2-c2ccccc2)c(=O)n1-c1ccccc1OC
2S+1: 1
Energy relative to the best compared isomer or geometry (same formula, charge and spin): 0.0 kJ/mol

Structure (XYZ):
```
58
Properties=species:S:1:pos:R:3:nbo_charge:R:1
S 0.216 4.601 0.279 0.470
S 1.735 -1.126 -1.278 0.335
S -2.777 4.846 0.284 -0.116
O 0.305 -1.142 1.173 -0.640
O 3.673 0.951 1.623 -0.482
O 3.244 3.414 -0.121 -0.589
N -1.369 2.666 -0.357 -0.448
N -1.766 -1.740 0.516 -0.448
N 0.125 0.899 -0.886 -0.562
N 2.421 1.355 -0.685 -0.461
C -4.782 0.422 -1.246 -0.213
C 0.891 3.072 -0.209 -0.409
C 5.707 0.182 0.511 -0.289
C -0.449 -1.532 0.305 0.698
C 4.400 0.656 0.524 0.311
C -3.759 0.532 -2.173 -0.210
C 5.682 0.080 -1.895 -0.246
C 3.750 0.838 -0.706 0.149
C 2.276 2.717 -0.302 0.656
C -2.684 -2.305 -0.451 -0.213
C -2.628 1.271 -1.878 -0.225
C 4.383 0.559 -1.902 -0.190
C -2.586 -3.825 -0.578 -0.614
C 4.277 0.821 2.888 -0.248
C -4.667 1.042 -0.013 -0.220
C 0.059 -1.801 -1.112 -0.634
C 6.334 -0.101 -0.690 -0.173
C -2.522 1.897 -0.644 0.219
C -1.417 3.970 0.060 -0.106
C -2.310 -1.373 1.814 -0.219
C -2.692 -2.573 2.673 -0.617
C 1.374 0.536 -0.911 0.363
C -3.536 1.778 0.296 -0.204
C -0.103 2.169 -0.509 0.403
H -1.607 -4.132 -0.935 0.199
H -3.181 -0.730 1.650 0.194
H -3.524 -3.122 2.238 0.196
H -2.762 -4.306 0.380 0.212
H -0.571 -1.329 -1.863 0.252
H 4.572 -0.215 3.084 0.179
H -3.692 -2.037 -0.128 0.212
H -3.443 2.266 1.253 0.238
H -3.333 -4.176 -1.284 0.213
H 7.350 -0.466 -0.677 0.217
H -5.670 -0.144 -1.486 0.216
H 0.155 -2.867 -1.311 0.249
H -1.833 1.376 -2.600 0.229
H -1.842 -3.241 2.784 0.214
H 5.145 1.479 2.984 0.181
H 6.180 -0.139 -2.826 0.218
H -3.850 0.055 -3.138 0.216
H 3.857 0.723 -2.830 0.225
H -5.462 0.959 0.712 0.219
H 3.515 1.120 3.606 0.207
H -2.991 -2.228 3.659 0.217
H -2.525 -1.844 -1.429 0.205
H 6.242 0.034 1.435 0.223
H -1.535 -0.795 2.322 0.242
```